Entry from the OMol25 dataset: one molecule with the formula C5H7NO (ωB97M-V/def2-TZVPD).

Calculated values
DFT total energy (eV): -8836.0977
Structure (SMILES): CC1=CNC(=O)C1

Last column: Mulliken charge in e.
Element x y z (Å)
C  -1.87  0.62  -0.38  -1.2102
C  -0.46  0.26  -0.05  0.5687
C  0.51  1.03  0.47  -0.6628
N  1.67  0.29  0.72  -0.0843
C  1.59  -0.93  0.07  0.1760
O  2.52  -1.63  -0.26  -0.6029
C  0.10  -1.14  -0.19  -0.2663
H  -2.13  0.29  -1.39  0.2991
H  -2.04  1.70  -0.30  0.3253
H  -2.56  0.11  0.31  0.2760
H  0.51  2.09  0.67  0.3928
H  2.57  0.69  0.93  0.2494
H  -0.30  -1.82  0.58  0.2281
H  -0.08  -1.61  -1.16  0.3109


Entry from the OMol25 dataset: one molecule with the formula C5H7NO (ωB97M-V/def2-TZVPD).

Calculated values
DFT total energy (eV): -8835.5642
Structure (SMILES): CC(=O)[C@@H](C)C#N

Last column: Mulliken charge in e.
Element x y z (Å)
C  -1.51  1.19  0.60  -1.1933
C  -0.73  0.50  -0.48  0.4520
O  -0.89  0.73  -1.66  -0.5533
C  0.23  -0.68  -0.18  0.6783
C  1.64  -0.47  -0.77  -1.3188
C  0.30  -1.17  1.21  0.0649
N  0.41  -1.52  2.31  -0.4158
H  -2.26  1.80  0.08  0.3519
H  -0.86  1.83  1.21  0.3152
H  -2.01  0.47  1.27  0.3568
H  -0.26  -1.40  -0.81  0.1825
H  2.23  0.27  -0.21  0.3507
H  2.19  -1.42  -0.77  0.3512
H  1.51  -0.13  -1.79  0.3778


Entry from the OMol25 dataset: one molecule with the formula C5H7NO (ωB97M-V/def2-TZVPD).

Calculated values
DFT total energy (eV): -8828.5926

Last column: Mulliken charge in e.
Element x y z (Å)
C  1.73  -0.71  -0.26  -1.3759
C  0.50  -0.10  0.39  0.6910
C  -0.44  0.68  -0.62  -0.7327
C  -1.76  1.21  -0.19  -0.6082
O  -2.69  -0.39  0.50  -0.4342
C  -0.49  -1.10  0.98  -0.1648
N  -1.64  -0.92  0.88  0.3500
H  2.34  -1.26  0.46  0.3704
H  2.35  0.08  -0.70  0.3475
H  1.44  -1.40  -1.06  0.3412
H  0.79  0.56  1.22  0.2286
H  0.06  1.63  -0.89  0.4250
H  -0.51  0.09  -1.54  0.2999
H  -1.67  1.62  0.83  0.2623


Entry from the OMol25 dataset: one molecule with the formula C5H7NO (ωB97M-V/def2-TZVPD).

Calculated values
DFT total energy (eV): -8834.5059
Structure (SMILES): CC[C@@]1(C#N)CO1

Last column: Mulliken charge in e.
Element x y z (Å)
C  -1.66  0.01  0.52  -1.0751
C  -0.50  -0.88  0.07  -0.5674
C  0.70  -0.08  -0.40  1.0783
C  0.52  0.62  -1.68  -0.0956
N  0.35  1.15  -2.69  -0.4291
C  1.68  0.48  0.54  -0.6497
O  1.97  -0.67  -0.24  -0.4585
H  -1.37  0.62  1.38  0.3046
H  -2.52  -0.60  0.81  0.3309
H  -1.98  0.67  -0.29  0.3419
H  -0.15  -1.51  0.90  0.3387
H  -0.80  -1.55  -0.74  0.2903
H  2.24  1.38  0.27  0.3070
H  1.54  0.30  1.60  0.2837


The records above give, respectively, ΔE to the lowest compared entry with this formula, charge and spin values of 0.105 0.639 7.610 1.697 eV.
The records above give, respectively, orbital gap values of 9.3 11.0 7.6 11.9 eV.